No. 1
105
Properties=species:S:1:pos:R:3 method="wB97M-V/def2-TZVPD" largest_force_ev_per_a=8.935 total_energy_ev=-52392.5316 molar_mass_g_mol=578.8 orbital_gap_ev=7.8 e_lumo_ev=0.712 de_lowest_kcal_mol=476.1 e_homo_ev=-7.1098
C 26.07 3.37 2.36
O 26.71 3.89 3.55
C 28.11 4.02 3.37
C 28.85 4.17 4.72
N 30.28 4.43 4.48
C 31.01 3.46 3.68
C 31.03 2.07 4.43
O 32.26 1.61 3.94
C 32.53 0.23 4.22
H 26.43 2.34 2.28
H 26.16 3.95 1.45
H 25.01 3.41 2.63
H 28.25 4.86 2.69
H 28.45 3.13 2.83
H 28.56 3.33 5.34
H 28.41 5.07 5.15
H 30.71 5.33 4.67
H 31.96 3.98 3.54
H 30.67 3.32 2.66
H 30.14 1.54 4.10
H 30.94 2.31 5.48
H 32.53 -0.02 5.28
H 33.54 -0.01 3.90
H 31.94 -0.48 3.64
C 28.97 5.94 6.37
O 27.66 5.56 6.73
C 27.05 6.22 7.83
C 27.86 6.22 9.20
N 28.23 4.86 9.54
C 27.24 3.83 9.41
C 27.65 2.41 9.85
O 28.52 1.72 9.01
C 29.37 0.79 9.67
H 29.61 6.40 7.14
H 28.90 6.54 5.46
H 29.49 5.05 6.00
H 26.05 5.79 7.87
H 26.81 7.26 7.61
H 27.29 6.78 9.94
H 28.78 6.81 9.12
H 28.99 4.58 8.94
H 26.99 3.79 8.35
H 26.37 4.18 9.95
H 26.74 1.83 9.98
H 28.08 2.68 10.82
H 29.98 1.33 10.39
H 30.07 0.22 9.06
H 28.74 0.03 10.12
C 27.81 11.00 2.75
O 28.29 10.50 4.03
C 29.44 9.59 3.90
C 29.89 9.21 5.44
N 28.74 9.09 6.41
C 29.11 8.89 7.87
C 27.76 9.08 8.77
O 27.35 10.46 8.83
C 28.16 11.36 9.55
H 28.47 11.77 2.35
H 26.86 11.54 2.76
H 27.81 10.17 2.05
H 30.32 10.12 3.54
H 29.08 8.74 3.31
H 30.57 10.04 5.64
H 30.56 8.36 5.61
H 28.07 9.83 6.25
H 29.79 9.59 8.35
H 29.54 7.89 7.97
H 27.81 8.64 9.77
H 26.93 8.56 8.30
H 27.86 12.41 9.55
H 29.14 11.30 9.08
H 28.45 10.98 10.53
C 29.61 7.59 3.59
O 30.50 6.53 3.99
C 31.48 6.94 4.97
C 32.33 5.70 5.33
N 31.76 4.78 6.30
C 32.70 3.71 6.56
C 32.13 2.99 7.74
O 33.19 2.22 8.25
C 32.67 1.02 8.78
H 29.15 7.49 2.60
H 30.13 8.55 3.63
H 28.81 7.60 4.33
H 31.08 7.25 5.93
H 32.04 7.81 4.63
H 33.26 6.13 5.71
H 32.58 5.09 4.47
H 30.87 4.43 6.00
H 33.68 4.15 6.75
H 32.74 2.91 5.82
H 31.45 2.30 7.25
H 31.76 3.52 8.62
H 32.41 1.09 9.84
H 33.52 0.36 8.95
H 31.79 0.52 8.37
C 27.14 7.88 3.93
C 26.88 6.32 4.14
O 26.45 5.89 2.93
H 26.25 8.50 3.80
H 27.65 8.13 2.99
H 27.60 8.22 4.85
H 26.13 6.16 4.91
H 27.70 5.72 4.53
H 26.69 4.96 2.92


No. 2
33
Properties=species:S:1:pos:R:3 method="wB97M-V/def2-TZVPD" largest_force_ev_per_a=2.953 spin_multiplicity=5 total_energy_ev=-64484.1514 molar_mass_g_mol=402.1 orbital_gap_ev="3.5 / 3.7" e_lumo_ev="2.415 / 2.413" de_lowest_kcal_mol=0.0 e_homo_ev="-1.0861 / -1.2491" charge=-1
Ho -0.67 -1.94 0.64
Cl -2.98 -1.38 1.20
Cl 1.28 -2.44 1.94
C -0.96 -4.08 0.84
H -0.10 -4.60 0.33
H -1.81 -4.29 0.10
C 0.63 -0.76 -1.88
C -0.49 -1.38 -1.60
H 1.57 -1.17 -1.49
C -1.87 -0.79 -1.84
H -0.54 -2.49 -1.34
C -1.81 0.10 -3.11
H -2.59 -1.60 -1.93
H -2.22 -0.20 -0.99
C -0.65 1.11 -3.00
H -1.67 -0.59 -3.95
H -2.76 0.64 -3.26
C 0.74 0.57 -2.50
H -0.52 1.59 -3.99
H -0.94 1.88 -2.27
H 1.42 0.55 -3.37
H 1.19 1.34 -1.82
C 0.90 1.23 4.06
N 1.26 1.80 2.74
C 2.35 2.81 2.67
C 0.76 1.16 1.71
N 0.18 0.46 0.97
H 1.45 1.74 4.85
H 1.14 0.16 4.08
H -0.17 1.36 4.22
H 3.27 2.38 2.24
H 2.03 3.66 2.06
H 2.58 3.16 3.68